(1)
{
  "formula": "C30H82NO20P",
  "method": "ωB97M-V with the def2-TZVPD basis set",
  "elements": ["P", "O", "O", "O", "O", "O", "O", "O", "O", "O", "O", "O", "O", "O", "O", "O", "O", "O", "O", "O", "O", "N", "C", "C", "C", "C", "C", "C", "C", "C", "C", "C", "C", "C", "C", "C", "C", "C", "C", "C", "C", "C", "C", "C", "C", "C", "C", "C", "C", "C", "C", "C", "H", "H", "H", "H", "H", "H", "H", "H", "H", "H", "H", "H", "H", "H", "H", "H", "H", "H", "H", "H", "H", "H", "H", "H", "H", "H", "H", "H", "H", "H", "H", "H", "H", "H", "H", "H", "H", "H", "H", "H", "H", "H", "H", "H", "H", "H", "H", "H", "H", "H", "H", "H", "H", "H", "H", "H", "H", "H", "H", "H", "H", "H", "H", "H", "H", "H", "H", "H", "H", "H", "H", "H", "H", "H", "H", "H", "H", "H", "H", "H", "H", "H"],
  "positions_angstrom": [[-1.8883, 2.4081, 1.0623], [-5.0803, 7.8954, 3.5843], [6.8359, 1.9087, 7.1568], [-4.0169, -0.8928, -2.1822], [2.8875, -5.7152, -0.5407], [-5.7061, -4.3726, -3.5251], [4.3502, -0.0953, 6.9251], [-2.7596, -2.4789, -7.4936], [-1.1459, 3.1696, -2.9697], [-0.2421, -0.1980, 0.9287], [-0.2554, -2.1545, -3.9745], [-7.0295, 10.0074, -0.5466], [0.5521, -7.1172, -4.8036], [0.9527, -1.5262, 4.2704], [-3.9445, 4.9762, 0.8695], [0.4738, 4.0173, 2.0636], [6.4543, 5.0165, 7.8578], [-3.6979, -6.7563, -5.8803], [-1.0166, -9.9724, -7.4428], [0.6115, 0.8031, -3.3645], [3.7475, -0.5162, 11.1237], [-0.1367, 2.1447, 0.8145], [3.1976, 0.5562, 11.8827], [-2.5342, -7.1770, -6.5927], [-2.1959, 1.5685, 2.6839], [0.3766, 0.8242, 0.9077], [2.0292, 0.9108, -3.4330], [-2.8673, -1.3631, -2.8883], [-6.0268, 8.9451, 3.3949], [-2.7314, 1.4572, -0.2402], [1.7106, -7.5317, -5.5249], [0.7622, 3.0141, 1.4811], [2.6838, -5.4974, -1.9323], [2.3420, -2.4164, 0.6733], [2.1051, 2.3432, 1.3327], [2.9338, 0.1288, 0.8223], [3.4279, -0.0235, 8.0133], [3.3832, 2.8416, 1.4841], [-0.3807, -9.9944, -8.7163], [-1.3823, 3.3278, -4.3722], [8.2400, 2.1119, 7.0852], [4.4444, 1.9647, 1.2624], [-4.8093, 5.0725, 1.9980], [-5.0556, -4.4089, -4.7989], [-6.6968, 8.7541, -1.1401], [4.2332, 0.6331, 0.9413], [6.5392, 6.3667, 7.4041], [1.8798, 1.0154, 1.0000], [2.6507, -1.2600, 0.5478], [0.6796, -3.1667, -4.3311], [2.1760, -0.7999, 4.3855], [-3.7831, -1.5105, -7.6925], [0.2607, 1.6732, -3.1355], [8.6259, 2.4506, 8.0523], [3.5370, 3.8744, 1.7669], [-0.8367, -10.7901, -9.2995], [6.4340, 2.7550, 7.3840], [-4.2555, 4.8778, 2.9218], [2.9045, 0.9392, 8.0014], [2.4305, -0.0678, -3.6904], [1.8115, -3.3428, 0.6672], [-2.9723, -2.4245, -3.1291], [7.1044, 6.9769, 8.1118], [1.9308, -6.1983, -2.2840], [0.9702, -3.0662, -5.3810], [-6.2504, 10.5671, -0.5952], [0.1744, -1.3014, -4.1023], [-2.2385, 2.7116, -4.6309], [8.4789, 2.8489, 6.3122], [5.5271, 6.7539, 7.3293], [-3.7977, 1.6629, -0.1270], [2.4451, 1.2169, -2.4681], [-5.8784, 8.2690, -0.6016], [2.3325, 1.6282, -4.2016], [-3.9428, -1.3903, -8.7612], [-5.2849, -3.6843, -3.0031], [-1.6056, 4.3698, -4.6091], [3.0102, -1.4032, 4.0184], [3.6142, -5.6649, -2.4826], [-2.6065, -8.2375, -6.8373], [-5.1642, -3.4407, -5.3003], [0.5187, -7.6387, -3.9964], [5.0731, -0.0298, 0.7842], [-7.5777, 8.1200, -1.0863], [2.3306, -4.4788, -2.1053], [-5.5887, 4.3207, 1.8846], [4.9876, 0.6161, 7.0420], [2.3421, -0.5640, 5.4310], [2.8163, 1.2945, 11.1815], [7.0148, 6.4182, 6.4219], [-2.4710, -6.5996, -7.5124], [-3.4792, -0.5497, -7.2673], [1.6389, -8.5952, -5.7713], [-4.0887, -1.3935, -1.3657], [-0.3943, 3.7223, -2.7320], [-2.7815, -0.7918, -3.8089], [0.2130, -4.1383, -4.1834], [-3.7491, -7.2721, -5.0709], [0.8196, -1.7248, 3.3381], [5.4480, 2.3580, 1.3623], [-2.4303, 1.8014, -1.2289], [-2.1759, 0.4801, 2.6099], [-1.6402, -6.9965, -5.9895], [2.3760, 0.2074, 12.5133], [-6.9669, 8.7160, 3.9025], [-0.6126, -9.2664, -6.9297], [4.0835, -1.1695, 11.7432], [1.7706, -6.9551, -6.4446], [-4.9156, 7.8157, 4.5274], [-1.3818, 1.8631, 3.3476], [-5.6325, 9.8939, 3.7677], [-2.6350, -2.5674, -6.5436], [3.9610, 1.0231, 12.5104], [7.3553, 4.6858, 7.9248], [2.1131, 0.1318, 3.8134], [-5.2649, 6.0592, 2.0540], [2.6135, -7.3555, -4.9351], [-6.2159, 9.0361, 2.3277], [1.5661, -3.0963, -3.6940], [-4.7185, -1.8382, -7.2313], [3.5548, -5.0886, -0.2466], [-0.5183, 2.9992, -4.9552], [-3.1528, 1.9383, 3.0442], [-2.5979, 0.3757, -0.1894], [-0.5224, -9.0450, -9.2400], [-6.4148, 8.8810, -2.1884], [2.7011, -0.8244, 7.8940], [8.7068, 1.1647, 6.8299], [0.6893, -10.1966, -8.6171], [-3.2530, 5.6341, 0.9774], [3.9430, -0.1470, 8.9656], [-4.0004, -4.6431, -4.6743], [-5.5219, -5.1786, -5.4006], [-1.9703, -1.2132, -2.2869]],
  "lowdin_charge": [0.965, -0.137, -0.124, -0.137, -0.131, -0.124, -0.137, -0.128, -0.141, 0.120, -0.133, -0.133, -0.142, -0.125, -0.174, 0.109, -0.131, -0.139, -0.136, -0.132, -0.139, -0.108, -0.149, -0.136, -0.249, -0.386, -0.136, -0.156, -0.143, -0.271, -0.144, -0.424, -0.150, 0.145, -0.082, -0.186, -0.153, 0.008, -0.151, -0.128, -0.152, -0.051, -0.164, -0.157, -0.159, -0.010, -0.140, -0.048, -0.056, -0.140, -0.138, -0.160, 0.032, 0.079, 0.122, 0.078, 0.052, 0.075, 0.079, 0.075, 0.046, 0.066, 0.079, 0.068, 0.081, 0.069, 0.046, 0.086, 0.079, 0.080, 0.045, 0.073, 0.071, 0.078, 0.076, 0.052, 0.080, 0.082, 0.081, 0.064, 0.069, 0.075, 0.120, 0.078, 0.055, 0.077, 0.035, 0.054, 0.077, 0.079, 0.086, 0.073, 0.073, 0.071, 0.084, 0.077, 0.073, 0.082, 0.051, 0.108, 0.023, 0.033, 0.059, 0.076, 0.078, 0.045, 0.078, 0.083, 0.076, 0.039, 0.076, 0.060, 0.076, 0.057, 0.070, 0.049, 0.072, 0.067, 0.059, 0.066, 0.063, 0.076, 0.027, 0.022, 0.078, 0.075, 0.079, 0.082, 0.074, 0.066, 0.050, 0.063, 0.072, 0.068],
  "e_tot_ev": -84159.14868,
  "total_charge": 0,
  "spin_multiplicity": 1,
  "e_lumo_ev": -0.12
}

(2)
{
  "formula": "C24H52INO15Si",
  "method": "ωB97M-V with the def2-TZVPD basis set",
  "elements": ["I", "Si", "O", "O", "O", "O", "O", "O", "O", "O", "O", "O", "O", "O", "O", "O", "O", "N", "C", "C", "C", "C", "C", "C", "C", "C", "C", "C", "C", "C", "C", "C", "C", "C", "C", "C", "C", "C", "C", "C", "C", "C", "H", "H", "H", "H", "H", "H", "H", "H", "H", "H", "H", "H", "H", "H", "H", "H", "H", "H", "H", "H", "H", "H", "H", "H", "H", "H", "H", "H", "H", "H", "H", "H", "H", "H", "H", "H", "H", "H", "H", "H", "H", "H", "H", "H", "H", "H", "H", "H", "H", "H", "H", "H"],
  "positions_angstrom": [[5.2993, 2.7941, 2.4551], [3.1576, 1.8964, 1.6555], [-4.0224, 1.3497, 8.5309], [-3.1660, 1.9194, 6.6359], [-4.9572, 1.1908, 2.4192], [6.1820, -6.2505, -6.8616], [-2.4068, 2.0698, -0.8515], [-1.8894, 0.0108, -1.2101], [4.6624, -6.5610, -8.5094], [3.7704, -0.5180, -3.2590], [-1.7724, 1.4627, 8.3568], [-1.3653, 0.9248, 0.7832], [2.2042, 0.8570, -2.7058], [1.7093, -0.8112, -4.1461], [-5.3469, 1.0075, 0.3052], [4.3791, -5.0670, -6.8390], [-6.6046, -0.1986, 1.7288], [0.0365, 4.9148, 1.8426], [-1.9939, 2.1447, 5.8048], [0.8613, 1.3320, -2.8409], [1.9382, 2.7520, 4.1264], [4.5462, -1.2802, -5.4455], [-2.8748, 1.5620, 7.8859], [7.0362, -7.2358, -7.4638], [4.2497, -1.6461, -4.0079], [-1.3418, -1.2447, -0.7761], [-5.7334, 0.5999, 1.5011], [5.0421, -6.0113, -7.5091], [2.4880, -0.2126, -3.4487], [3.1432, -4.6709, -7.4403], [-2.3048, -1.9929, 0.1204], [1.7097, 4.1538, 3.5899], [-6.0828, 0.4613, -0.8022], [-7.4105, 1.1622, -0.9931], [-2.5241, 3.1889, 0.0370], [-1.8395, 0.9963, -0.3146], [-5.2999, 0.8234, 3.7450], [0.2351, 4.4110, 3.2074], [1.9076, 1.6737, 3.0541], [-1.3887, 0.8510, 5.2926], [7.8152, -6.6658, -8.6294], [-3.8667, 0.9169, 9.8852], [-0.3827, -1.0783, -0.2858], [-2.3587, 2.7350, 4.9654], [-1.9087, -2.9801, 0.3569], [3.4336, 0.6207, 0.9700], [1.1187, 2.5420, 4.8123], [0.2435, 4.1850, 1.1747], [-2.8750, 4.0219, -0.5643], [2.3534, 4.3964, 2.7496], [0.7243, 2.1002, -2.0844], [-3.2485, 2.9721, 0.8198], [-5.4429, 0.6143, -1.6690], [-0.5993, 1.0621, 4.5708], [-0.3069, 3.4743, 3.2780], [3.6368, -0.9951, -5.9736], [-1.2680, 2.7463, 6.3511], [-2.4698, -1.4553, 1.0535], [7.1498, -6.3827, -9.4436], [-0.9645, 0.2590, 6.1029], [3.5318, -2.4628, -3.9425], [-5.3241, -0.2588, 3.8488], [-2.1518, 0.2461, 4.8009], [2.8358, 2.6902, 4.7281], [2.5029, -5.5274, -7.6353], [-7.2617, 2.2384, -1.0881], [0.1431, 0.5342, -2.6751], [-1.5643, 3.4393, 0.4773], [-8.0710, 0.9876, -0.1451], [-0.1904, 5.1466, 3.8769], [-4.5310, 1.2358, 4.3916], [4.9941, -2.1282, -5.9644], [0.9140, 1.5461, 2.6326], [2.6535, -4.0070, -6.7336], [8.5237, -7.4035, -9.0051], [-3.2695, -2.1118, -0.3743], [-6.2641, 1.2509, 4.0134], [5.1594, -1.9600, -3.5008], [5.2344, -0.4355, -5.4920], [2.5904, 2.8056, 0.6337], [8.3660, -5.7770, -8.3198], [-3.4528, -0.0895, 9.9142], [-7.9028, 0.7961, -1.8937], [-1.1589, -1.8047, -1.6912], [2.1369, 0.7191, 3.5246], [7.7126, -7.5460, -6.6700], [-3.2265, 1.5976, 10.4408], [1.9782, 4.8467, 4.3832], [0.7124, 1.7710, -3.8259], [0.6580, 5.6934, 1.6692], [3.3320, -4.1309, -8.3667], [6.4462, -8.1017, -7.7610], [-6.2117, -0.6114, -0.6643], [-4.8612, 0.9135, 10.3206]],
  "lowdin_charge": [0.401, 0.178, 0.005, 0.028, 0.000, 0.035, 0.003, 0.018, 0.126, 0.038, 0.125, 0.121, 0.005, 0.120, 0.030, -0.004, 0.126, -0.003, -0.201, -0.023, -0.309, -0.061, -0.616, -0.212, -0.207, -0.212, -0.613, -0.612, -0.611, -0.037, -0.056, -0.224, -0.204, -0.061, -0.016, -0.636, -0.035, -0.259, -0.387, -0.046, -0.065, -0.038, 0.123, 0.117, 0.081, -0.075, 0.088, 0.039, 0.099, 0.067, 0.092, 0.092, 0.124, 0.056, 0.091, 0.076, 0.121, 0.074, 0.075, 0.082, 0.121, 0.101, 0.078, 0.088, 0.096, 0.083, 0.081, 0.058, 0.076, 0.104, 0.076, 0.074, 0.055, 0.089, 0.080, 0.081, 0.104, 0.124, 0.082, -0.073, 0.081, 0.098, 0.081, 0.125, 0.071, 0.122, 0.095, 0.106, 0.104, 0.067, 0.100, 0.123, 0.123, 0.093],
  "e_tot_ev": -73914.53102,
  "total_charge": 0,
  "spin_multiplicity": 1,
  "e_lumo_ev": 0.57,
  "smiles": "NCCCC[SiH2]I.CCOC(=O)OC.CCOC(=O)OC.CCOC(=O)OC.CCOC(=O)OC.CCOC(=O)OC"
}

(3)
{
  "formula": "C3H7N2",
  "method": "ωB97M-V with the def2-TZVPD basis set",
  "elements": ["N", "N", "C", "C", "C", "H", "H", "H", "H", "H", "H", "H"],
  "positions_angstrom": [[-1.5149, -0.2407, -0.0183], [0.4465, 1.0457, 0.1418], [-1.0293, 0.8805, -0.1470], [-0.4505, -1.1995, -0.0239], [0.9237, -0.3696, 0.0190], [-0.5928, -1.7064, 1.0834], [1.4562, -0.7562, 0.8420], [-0.5465, -1.9764, -0.8222], [1.0294, 1.5605, -0.5145], [1.3473, -0.4173, -1.0430], [-1.6678, 1.6434, -0.5603], [0.5988, 1.5361, 1.0430]],
  "lowdin_charge": [0.098, 0.110, -0.105, -0.157, -0.064, 0.177, 0.111, 0.141, 0.177, 0.163, 0.147, 0.202],
  "de_lowest_kcal_mol": 36.15,
  "e_tot_ev": -6195.94384,
  "total_charge": 1,
  "spin_multiplicity": 1,
  "e_lumo_ev": -3.92,
  "smiles": "C1=NCC[NH2+]1"
}

(4)
{
  "formula": "C27H22BaN2O3Te",
  "method": "ωB97M-V with the def2-TZVPD basis set",
  "elements": ["Ba", "Te", "O", "O", "O", "N", "N", "C", "C", "C", "C", "C", "C", "C", "C", "C", "C", "C", "C", "C", "C", "C", "C", "C", "C", "C", "C", "C", "C", "C", "C", "C", "C", "C", "H", "H", "H", "H", "H", "H", "H", "H", "H", "H", "H", "H", "H", "H", "H", "H", "H", "H", "H", "H", "H", "H"],
  "positions_angstrom": [[-0.7112, -0.3264, -2.5143], [1.0899, 0.4070, 0.5713], [0.9730, -4.5178, -0.3816], [-0.4219, -2.2796, -1.1715], [-2.3646, 1.4647, -2.3818], [-3.1911, 0.8387, -0.3089], [-2.3000, -0.2342, -0.3782], [-4.0661, 3.6605, -2.4336], [-1.5423, -2.1699, 0.9406], [-5.7587, 5.0015, -1.3784], [3.5461, -0.9940, -0.6193], [-0.1128, -4.4342, 1.7197], [-1.6921, -2.7196, 2.2241], [-4.9086, 3.0421, -0.2708], [2.5964, -1.0506, 0.3966], [0.0534, -3.9241, 0.4512], [-4.9131, 4.7595, -2.4509], [3.6806, 1.9488, 1.1611], [-0.6401, -2.7632, 0.0194], [-0.9836, -3.8297, 2.6257], [-4.0574, 2.7943, -1.3460], [1.9363, 3.2999, 0.1997], [4.4973, 3.0685, 1.2387], [-5.7534, 4.1395, -0.2888], [0.3967, -5.1867, -1.4933], [4.5166, -1.9785, -0.7124], [3.5742, -3.0946, 1.1962], [4.5263, -3.0334, 0.1926], [2.6136, -2.0972, 1.3089], [-2.3504, -0.9889, 0.6589], [-3.1353, 1.6161, -1.3535], [4.0343, 4.3045, 0.8107], [2.3984, 2.0625, 0.6361], [2.7518, 4.4192, 0.2947], [-4.9130, 5.4276, -3.3029], [-3.4007, 3.4574, -3.2612], [-1.1071, -4.2351, 3.6206], [4.0457, 0.9894, 1.5056], [2.3847, 5.3811, -0.0393], [-4.8941, 2.3633, 0.5700], [1.8730, -2.1427, 2.0976], [-6.4208, 5.8581, -1.3896], [5.4965, 2.9732, 1.6442], [-6.4118, 4.3246, 0.5506], [3.5415, -0.1697, -1.3234], [-3.0637, -0.7010, 1.4332], [0.9399, 3.3981, -0.2162], [1.2215, -5.5985, -2.0717], [0.4608, -5.3129, 1.9902], [3.5731, -3.9200, 1.8959], [4.6703, 5.1772, 0.8805], [5.2618, -1.9282, -1.4961], [-2.3848, -2.2403, 2.9064], [5.2769, -3.8086, 0.1099], [-0.1803, -4.4953, -2.1090], [-0.2515, -6.0026, -1.1586]],
  "lowdin_charge": [1.829, 1.397, -0.109, -0.468, -0.404, 0.036, -0.161, -0.036, -0.169, -0.099, -0.145, -0.017, -0.059, -0.035, -0.543, -0.259, -0.089, -0.134, -0.355, -0.096, -0.153, -0.155, -0.084, -0.088, -0.074, -0.083, -0.073, -0.080, -0.140, -0.127, -0.515, -0.092, -0.543, -0.090, 0.098, 0.104, 0.097, 0.098, 0.104, 0.102, 0.097, 0.097, 0.104, 0.099, 0.100, 0.121, 0.093, 0.089, 0.120, 0.110, 0.101, 0.103, 0.107, 0.103, 0.074, 0.094],
  "de_lowest_kcal_mol": 0.00,
  "e_tot_ev": -45466.37307,
  "total_charge": 0,
  "spin_multiplicity": 1,
  "e_lumo_ev": -0.62
}

(5)
{
  "formula": "C11H10N4",
  "method": "ωB97M-V with the def2-TZVPD basis set",
  "elements": ["N", "N", "N", "N", "C", "C", "C", "C", "C", "C", "C", "C", "C", "C", "C", "H", "H", "H", "H", "H", "H", "H", "H", "H", "H"],
  "positions_angstrom": [[3.0039, 0.8178, 1.7072], [0.9994, 0.7604, -2.6538], [3.0301, -2.6002, -0.5217], [1.8469, 1.4995, 1.4837], [-1.3179, -0.0546, 1.7016], [3.5353, -1.5825, -0.4244], [0.2865, 0.4092, -0.1806], [-1.3699, -1.3725, -0.5130], [0.7082, 0.6267, -1.5269], [4.0157, -0.2683, -0.2630], [-2.1325, 1.0701, -0.2230], [1.0221, 0.9817, 0.7445], [-1.1009, -0.0246, 0.1825], [3.5697, 0.4171, 0.7501], [-3.2422, 0.8393, -0.8402], [-1.7996, 2.1315, -0.0231], [-0.9370, 0.8943, 2.2043], [-1.1910, -1.5842, -1.6044], [-3.8718, 1.7554, -1.1204], [4.6279, 0.1501, -1.0478], [-0.5326, -2.0901, -0.1465], [-2.3737, -1.8361, -0.3633], [-0.8078, -0.8951, 2.0874], [-2.4266, -0.0249, 1.8737], [-3.5423, -0.0200, -1.2831]],
  "lowdin_charge": [0.102, 0.180, 0.162, 0.116, -0.039, -0.250, -0.184, -0.056, -0.165, -0.068, -0.149, -0.027, -0.515, -0.093, 0.014, 0.139, 0.109, 0.099, 0.098, 0.116, 0.114, 0.090, 0.073, 0.110, 0.023],
  "de_lowest_kcal_mol": 102.78,
  "e_tot_ev": -17522.87616,
  "total_charge": 0,
  "spin_multiplicity": 1,
  "e_lumo_ev": -0.34
}

(6)
{
  "formula": "C2H6NO2",
  "method": "ωB97M-V with the def2-TZVPD basis set",
  "elements": ["O", "O", "N", "C", "C", "H", "H", "H", "H", "H", "H"],
  "positions_angstrom": [[-2.3035, -0.6550, -0.8082], [1.8231, 0.4808, 0.4110], [-0.2141, 0.1095, -1.0734], [1.8331, 0.0700, 1.5538], [-1.5106, 0.1817, -0.2300], [-0.3236, 0.9686, -1.6138], [-3.2288, -0.6661, -0.5522], [0.6323, 0.3358, -0.5550], [2.4126, 0.5368, 2.3887], [-0.2092, -0.6573, -1.6357], [1.0887, -0.7048, 2.1146]],
  "lowdin_charge": [0.106, -0.023, 0.199, -0.046, 0.056, 0.169, 0.145, 0.037, 0.105, 0.110, 0.141],
  "de_lowest_kcal_mol": 95.23,
  "e_tot_ev": -7745.77587,
  "total_charge": 1,
  "spin_multiplicity": 1,
  "e_lumo_ev": -4.72
}

| no. | orbital gap (eV) | strongest force on any atom (Eh/bohr) |
| --- | --- | --- |
| 1 | 7.7125 | 0.041 |
| 2 | 9.9036 | 0.021 |
| 3 | 11.8636 | 0.095 |
| 4 | 6.5767 | 0.003 |
| 5 | 9.6292 | 0.094 |
| 6 | 10.3018 | 0.087 |